16
Properties=species:S:1:pos:R:3:forces:R:3 method="wB97M-V/def2-TZVPD" total_charge=+1 de_lowest_kcal_mol=26.2 lumo_energy_ev=-3.2158 energy_ev=-7840.183 orbital_gap_ev=11.447 homo_ev=-14.7 fmax_ev_per_a=2.26
C -0.4368 1.6149 -0.3269 -0.33 0.54 1.23
C -0.5429 2.0585 0.9405 0.02 -0.11 -2.11
N 0.8291 1.1173 -0.9134 -0.38 0.55 0.12
H -1.2505 1.5654 -1.0548 0.23 -0.06 0.41
H -1.5195 2.4202 1.2707 0.43 -0.20 0.04
H 0.3314 2.2015 1.5638 -0.13 -0.21 0.20
H 1.6084 1.1550 -0.2634 0.10 0.06 0.16
H 0.6589 0.1246 -1.1998 -0.10 -0.56 -0.15
H 1.0800 1.6597 -1.7420 0.03 -0.01 -0.02
O -0.0042 -1.4071 -1.5047 0.16 -0.86 1.61
C -0.1743 -2.1971 -0.5599 -0.34 0.99 -2.00
C -0.0330 -1.8367 0.8669 0.48 -0.17 0.84
H -0.5352 -3.2033 -0.8364 0.14 0.11 0.30
H 0.6611 -0.9970 1.0342 -0.41 -0.20 -0.18
H 0.3573 -2.6914 1.4473 -0.30 0.27 -0.25
H -1.0300 -1.5845 1.2778 0.40 -0.12 -0.21

16
Properties=species:S:1:pos:R:3:forces:R:3 method="wB97M-V/def2-TZVPD" total_charge=+1 de_lowest_kcal_mol=308.2 lumo_energy_ev=-8.5710 energy_ev=-7827.951 orbital_gap_ev=3.697 homo_ev=-12.3 fmax_ev_per_a=4.58
O -1.4423 0.9266 1.7627 -0.73 -1.22 -2.59
C -1.5411 0.7068 0.3992 0.94 1.93 3.62
C -0.5231 -0.0904 -0.0765 3.67 -2.75 -0.04
N 0.7861 0.1570 0.4784 -0.41 -1.70 -0.99
C 1.5294 1.0451 -0.4122 -0.73 0.99 -0.16
C -0.7426 -1.3328 -0.7347 -1.30 1.73 0.68
H -2.2043 1.4015 -0.0592 -1.20 -0.45 -1.01
H 2.6614 -1.1632 -0.9305 -0.27 0.06 0.24
H 1.3149 -0.7357 0.2742 -0.51 0.30 0.82
H -2.3575 0.7383 2.0497 -0.02 0.85 0.64
H 2.4574 1.4041 -0.0153 0.60 -0.45 0.44
H 1.6397 0.5964 -1.4129 0.26 -0.03 0.05
H 0.9361 1.9312 -0.4867 -0.41 0.91 -0.62
H -0.0889 -2.1710 -0.7156 0.77 0.06 -0.34
H -0.8993 -2.1196 1.3709 -0.11 0.49 -1.40
H -1.5260 -1.2944 -1.4915 -0.55 -0.71 0.66

16
Properties=species:S:1:pos:R:3:forces:R:3 method="wB97M-V/def2-TZVPD" total_charge=+1 de_lowest_kcal_mol=17.8 lumo_energy_ev=-3.6869 energy_ev=-7840.544 orbital_gap_ev=11.477 homo_ev=-15.2 fmax_ev_per_a=1.09 smiles="CC[C@@H]([NH3+])C=O"
O 0.8931 -1.4372 -1.7067 0.54 0.35 -0.45
C -0.0383 -1.1363 -1.0242 -0.60 -0.65 0.40
C -0.2824 0.2550 -0.5021 -0.09 0.41 -0.78
C 0.1029 0.4777 0.9573 -0.72 -0.61 0.22
C -0.3262 -0.7322 1.8030 -0.29 -0.73 -0.74
N 0.5027 1.1587 -1.4586 -0.42 0.51 0.72
H -0.8200 -1.8514 -0.7554 0.00 -0.30 0.14
H -1.3471 0.4389 -0.6284 -0.06 0.24 -0.12
H 1.1753 0.6604 1.0081 0.01 0.13 0.31
H -0.5128 1.2965 1.3184 0.52 0.56 0.02
H -1.3672 -1.0100 1.6024 -0.10 0.43 0.08
H -0.2477 -0.5937 2.8734 0.28 0.20 0.04
H 0.1952 -1.6396 1.4963 0.45 0.06 0.32
H -0.0729 1.7234 -2.0924 -0.07 -0.57 -0.12
H 1.0040 1.8653 -0.9182 0.44 -0.24 -0.02
H 1.1414 0.5244 -1.9730 0.11 0.21 -0.02

16
Properties=species:S:1:pos:R:3:forces:R:3 method="wB97M-V/def2-TZVPD" total_charge=+1 de_lowest_kcal_mol=127.8 lumo_energy_ev=-8.4774 energy_ev=-7835.774 orbital_gap_ev=5.158 homo_ev=-13.6 fmax_ev_per_a=6.94
C 1.5885 -0.0395 -0.6864 -2.10 2.14 1.06
C 0.2090 -0.4536 -0.0745 1.02 1.22 -6.19
C -1.0465 -0.0807 -0.8116 -1.80 2.27 2.51
C -0.9790 -0.5595 -2.2386 -2.66 -2.71 -5.82
O -1.9226 -0.6214 -3.0865 3.97 1.07 4.81
N -0.2426 0.6253 3.2380 3.64 -3.45 -0.38
H 2.1617 -0.6233 -1.4592 -1.11 -0.36 0.71
H 2.2438 0.0405 0.1673 0.66 -0.23 0.44
H 1.4977 1.0141 -1.0836 -0.01 -1.16 0.18
H 0.1838 -1.3787 0.3901 -0.07 -1.38 2.19
H -1.3477 1.0333 -0.9966 1.21 -1.37 0.53
H -2.0079 -0.4498 -0.3578 1.08 -0.08 -0.22
H -0.0342 -1.0779 -2.5108 -0.22 0.61 -0.17
H 0.4953 0.9494 3.8352 0.68 -0.23 0.02
H 0.1243 0.3725 2.3075 -0.72 0.81 0.87
H -0.9236 1.2492 3.3677 -3.58 2.85 -0.53

16
Properties=species:S:1:pos:R:3:forces:R:3 method="wB97M-V/def2-TZVPD" total_charge=+1 de_lowest_kcal_mol=48.1 lumo_energy_ev="-4.1940 / -6.7692" energy_ev=-7834.157 orbital_gap_ev="6.691 / 9.334" homo_ev="-10.9 / -16.1" fmax_ev_per_a=4.97 s2=2.008 spin_multiplicity=3
C 1.8566 -0.8184 -0.0009 3.57 -2.58 2.29
C 0.0384 0.3289 -0.1358 -2.60 -0.19 -1.81
C 0.3215 1.5886 0.4326 -0.32 -1.45 0.04
C -2.3453 0.0536 -0.2689 -0.52 1.61 1.71
N -0.9663 -0.3521 -0.4997 0.59 -0.60 0.93
O 2.6211 -1.7816 -0.6258 -0.92 -1.19 0.54
H 2.4425 0.1377 0.1896 -0.62 -1.18 -1.06
H 1.5527 -1.2786 0.9869 -0.52 0.81 -0.71
H 0.0808 2.2212 -0.3679 0.73 1.70 -1.20
H 1.2696 1.4558 0.8592 1.67 1.21 0.14
H -0.3265 1.8342 1.1957 -1.74 0.58 2.00
H -2.9959 -0.8005 -0.1178 0.01 -0.01 -0.14
H -2.4009 0.7512 0.6392 0.14 -1.22 -1.13
H -2.6226 0.6757 -1.1033 -0.49 -0.10 -0.44
H 2.3104 -2.7078 -0.3259 0.76 2.09 -0.77
H -0.8362 -1.3079 -0.8572 0.26 0.51 -0.38

17
Properties=species:S:1:pos:R:3:forces:R:3 method="wB97M-V/def2-TZVPD" total_charge=-1 de_lowest_kcal_mol=57.1 lumo_energy_ev=4.4456 energy_ev=-9894.972 orbital_gap_ev=8.033 homo_ev=-3.6 fmax_ev_per_a=1.35
C 1.4389 -0.1853 1.1813 0.11 0.02 0.29
O 0.2822 0.4465 0.7915 -0.46 0.08 0.00
C 1.2902 -1.7198 1.3158 -0.32 0.51 -0.44
H 1.7647 0.1812 2.1789 -0.07 0.17 -0.13
H 2.2652 0.0664 0.4892 0.09 -0.31 -0.02
H 2.1287 -2.2032 1.8282 0.06 0.05 -0.08
H 1.1541 -2.0991 0.3055 0.08 -0.30 0.01
H 0.3637 -1.9154 1.8643 0.09 -0.02 0.10
O 0.5495 -0.6688 -1.5194 -0.57 0.11 -0.29
C -0.0354 0.3441 -1.0744 1.24 -0.40 0.34
C -1.5503 0.3861 -0.9346 0.10 0.05 0.32
N -1.9752 1.5667 -0.1789 0.20 0.23 -0.16
H 0.4696 1.3167 -1.2528 -0.43 0.15 0.10
H -2.0132 0.4209 -1.9273 0.14 -0.11 -0.05
H -1.7920 -0.5670 -0.4501 -0.15 -0.01 -0.07
H -2.9373 1.4975 0.1170 -0.09 -0.13 0.03
H -1.3823 1.6077 0.6454 -0.01 -0.09 0.04